Record 1
{"formula": "C5H8O", "method": "wB97M-V/def2-TZVPD", "symbols": ["C", "C", "C", "O", "C", "C", "H", "H", "H", "H", "H", "H", "H", "H"], "xyz": [[2.054966, -0.122320, 0.016388], [0.567257, -0.117042, -0.105150], [-0.179561, -1.236853, -0.123998], [-1.551870, -1.104465, -0.264754], [-1.901673, 0.238239, 0.141883], [-0.497112, 1.053054, -0.226792], [2.369094, -1.208944, 0.322325], [2.302904, 0.771263, 0.702349], [2.589452, -0.069753, -1.063385], [0.194663, -2.332397, 0.343902], [-2.025007, 0.211012, 1.398898], [-2.948054, 0.506335, -0.364103], [-0.566741, 1.515406, -1.252601], [-0.408320, 1.896468, 0.475043]], "forces_ev_per_a": [[1.02, -0.36, -1.28], [-2.50, -0.33, -0.39], [0.82, -2.15, 2.24], [0.24, 0.06, 0.37], [0.56, 0.23, 1.40], [-1.36, -0.42, -0.30], [-0.38, 2.30, 0.17], [0.49, -1.79, -1.03], [-1.18, 0.55, 2.44], [-1.09, 3.00, -1.99], [0.22, 0.27, -3.38], [2.63, -0.30, 1.05], [0.15, -0.61, 0.83], [0.37, -0.45, -0.11]], "gap_ev": 9.3335, "e_lumo_ev": 1.000, "smiles": "CC1=COCC1", "total_energy_ha": -270.4493}



Record 2
{"formula": "C5H8O", "method": "wB97M-V/def2-TZVPD", "symbols": ["C", "C", "C", "C", "C", "O", "H", "H", "H", "H", "H", "H", "H", "H"], "xyz": [[2.831370, 0.062013, -0.374756], [1.465965, -0.223128, -0.171946], [0.295890, 0.030268, 0.109340], [-0.984167, -0.453631, -0.425465], [-2.161336, -0.094651, 0.455335], [-2.167617, 1.285601, 0.732601], [2.495569, 0.276977, 0.755123], [3.653828, -0.612063, -0.182960], [3.029638, 0.755295, -1.220075], [-1.080439, 0.030546, -1.402960], [-0.908464, -1.535532, -0.593052], [-3.094780, -0.329825, -0.060671], [-2.117080, -0.688880, 1.382110], [-1.258381, 1.497004, 0.997374]], "forces_ev_per_a": [[0.05, 0.26, 1.35], [-1.10, -0.43, -0.79], [0.38, -1.14, -0.48], [-0.45, 0.02, -0.18], [-0.22, -0.35, -0.04], [0.14, 0.17, 0.15], [2.29, 1.73, -0.96], [-0.33, -0.74, -0.34], [-0.01, 0.13, 1.25], [-0.29, -0.09, 0.00], [-0.21, 0.18, 0.04], [-0.01, 0.05, 0.12], [-0.05, 0.11, -0.11], [-0.19, 0.10, -0.01]], "gap_ev": 9.5632, "e_lumo_ev": 0.589, "smiles": "CC#CCCO", "total_energy_ha": -270.3977}



Record 3
{"formula": "C5H8O", "method": "wB97M-V/def2-TZVPD", "symbols": ["O", "C", "C", "C", "C", "C", "H", "H", "H", "H", "H", "H", "H", "H"], "xyz": [[0.422321, -2.078694, 0.968067], [-0.525503, -1.873658, -0.080322], [-0.950327, -0.490209, 0.308436], [-0.079684, 0.490423, 0.097181], [0.221133, 1.897242, 0.298270], [0.748958, 1.141173, -0.926694], [0.808225, -1.172596, 1.001790], [-1.312489, -2.633947, -0.016534], [-0.057672, -1.928526, -1.078277], [-1.720881, -0.411969, 1.070897], [-0.590207, 2.610412, 0.216236], [0.981363, 2.155740, 1.034920], [1.821933, 0.999275, -1.020070], [0.232830, 1.295335, -1.873898]], "forces_ev_per_a": [[0.82, -0.26, -0.17], [-0.21, 0.17, -0.08], [-0.04, 0.45, -0.15], [-0.95, 0.23, -0.40], [-0.16, 0.34, 0.07], [0.18, -0.05, -0.22], [0.09, -1.28, 0.47], [0.19, 0.21, 0.09], [-0.10, 0.10, 0.29], [0.17, 0.05, 0.05], [0.14, 0.14, -0.17], [-0.19, -0.10, -0.07], [-0.12, -0.02, 0.14], [0.19, 0.02, 0.15]], "gap_ev": 10.2350, "e_lumo_ev": 0.910, "smiles": "OCC=C1CC1", "total_energy_ha": -270.4500}



Record 4
{"formula": "C5H8O", "method": "wB97M-V/def2-TZVPD", "symbols": ["C", "C", "C", "C", "O", "C", "H", "H", "H", "H", "H", "H", "H", "H"], "xyz": [[-1.425234, 1.486531, -0.067448], [-0.623400, 0.227682, -0.382502], [0.318324, -0.194018, 0.748383], [1.387634, -1.093092, 0.243169], [2.254893, -1.767770, 0.868617], [1.997277, -1.455059, -0.928162], [-0.757112, 2.332541, 0.133432], [-2.063368, 1.758101, -0.914550], [-2.069035, 1.347446, 0.808607], [-1.303828, -0.602031, -0.611902], [-0.199406, -0.712801, 1.564310], [0.813898, 0.675790, 1.203112], [1.691265, -2.401045, -1.380004], [-0.021908, 0.397725, -1.285060]], "forces_ev_per_a": [[-0.03, 0.04, 0.02], [-0.02, -0.02, -0.07], [0.04, -0.06, -0.02], [0.17, -0.06, -0.06], [-0.18, 0.10, -0.02], [-0.12, -0.03, 0.12], [-0.11, -0.13, -0.02], [0.08, -0.03, 0.15], [0.10, 0.02, -0.12], [0.12, 0.12, 0.01], [0.06, 0.09, -0.10], [-0.04, -0.13, -0.10], [0.02, 0.09, 0.08], [-0.10, -0.01, 0.12]], "gap_ev": 9.5890, "e_lumo_ev": 0.659, "total_energy_ha": -270.4136}



Record 5
{"formula": "C5H8O", "method": "wB97M-V/def2-TZVPD", "symbols": ["C", "C", "C", "C", "C", "O", "H", "H", "H", "H", "H", "H", "H", "H"], "xyz": [[1.469529, 0.309157, 0.424795], [0.099345, 0.953577, 0.728968], [-0.579431, 0.014906, -0.224607], [0.826628, -0.420425, -0.796175], [-1.772543, -0.794485, -0.173952], [-2.023124, 0.526378, -0.544564], [2.290802, 0.993438, 0.181881], [1.812796, -0.349216, 1.231062], [0.032029, 1.936512, 0.244864], [-0.287754, 1.026088, 1.743856], [1.125720, -0.010278, -1.757300], [1.003778, -1.510943, -0.815024], [-1.905848, -1.448978, -1.039132], [-2.082933, -1.214185, 0.772864]], "forces_ev_per_a": [[-0.01, 0.00, -0.02], [-0.16, 0.07, 0.30], [-0.38, 0.36, 0.02], [-0.23, 0.26, -0.40], [0.25, -0.88, 0.38], [1.75, 0.05, -0.84], [-0.28, -0.10, 0.05], [-0.15, -0.06, -0.33], [0.03, -0.10, 0.26], [0.17, 0.00, 0.11], [0.02, 0.11, -0.06], [-0.45, 0.46, -0.05], [0.13, -0.39, 0.34], [-0.68, 0.22, 0.24]], "gap_ev": 10.7903, "e_lumo_ev": 1.079, "smiles": "C1CC2(C1)CO2", "total_energy_ha": -270.4463}



Record 6
{"formula": "C5H8O", "method": "wB97M-V/def2-TZVPD", "symbols": ["O", "C", "C", "C", "C", "C", "H", "H", "H", "H", "H", "H", "H", "H"], "xyz": [[-1.785120, 1.315978, 0.832481], [-0.835355, 0.693082, 0.441438], [0.200463, -0.281745, 0.779333], [-0.016131, -1.595052, 0.063982], [-0.100279, -0.867338, -1.307470], [0.115842, 0.473937, -0.643482], [0.163684, 2.795993, 1.296258], [0.975486, 2.823222, 1.286763], [0.884559, -0.135135, 1.605131], [-0.881855, -2.160330, 0.381332], [0.852077, -2.237741, 0.131889], [0.722845, -1.133383, -1.955722], [-1.022018, -0.964077, -1.868680], [0.725803, 1.272590, -1.043254]], "forces_ev_per_a": [[0.50, 0.05, -0.03], [-0.58, -0.82, -0.31], [0.13, 0.59, 0.60], [-0.08, -0.14, -0.30], [-0.12, -0.33, 0.04], [0.12, 0.79, 0.11], [2.12, 0.16, 0.02], [-2.00, -0.03, 0.04], [0.00, 0.04, 0.03], [-0.25, -0.14, 0.06], [0.16, -0.10, -0.05], [0.19, -0.08, -0.11], [-0.20, -0.05, -0.09], [0.01, 0.05, -0.02]], "gap_ev": 9.9287, "e_lumo_ev": 0.771, "total_energy_ha": -270.4257}



Record 7
{"formula": "C5H8O", "method": "wB97M-V/def2-TZVPD", "symbols": ["C", "C", "C", "C", "C", "O", "H", "H", "H", "H", "H", "H", "H", "H"], "xyz": [[0.784822, 0.066614, 1.485071], [-0.739423, -0.008092, 1.442119], [0.425545, 0.838056, 0.277224], [0.383910, -0.036712, -0.948027], [-0.370498, 0.418544, -2.123735], [1.033173, 0.541495, -2.074739], [1.258646, -0.911110, 1.355955], [1.195153, 0.615765, 2.332384], [-1.234640, 0.472168, 2.285973], [-1.144915, -0.976604, 1.159663], [-0.989001, 0.804975, 0.615751], [0.569832, -1.116493, -0.853882], [-0.754471, -0.319204, -2.827957], [-0.922879, 1.356239, -2.057761]], "forces_ev_per_a": [[0.09, -0.04, 0.11], [-0.08, -0.12, 0.22], [0.08, -0.18, -0.03], [-0.11, -0.09, 0.19], [-0.28, 0.00, -0.10], [0.18, 0.04, -0.09], [-0.07, 0.17, -0.03], [-0.09, -0.08, -0.17], [0.08, -0.07, -0.16], [0.06, 0.14, 0.00], [-0.06, 0.08, -0.04], [0.01, 0.19, -0.01], [0.08, 0.10, 0.10], [0.11, -0.14, 0.01]], "gap_ev": 9.3668, "e_lumo_ev": 0.906, "total_energy_ha": -270.3664}



Record 8
{"formula": "C5H8O", "method": "wB97M-V/def2-TZVPD", "symbols": ["C", "C", "O", "C", "C", "C", "H", "H", "H", "H", "H", "H", "H", "H"], "xyz": [[-1.730076, -0.623103, 0.228689], [-0.731941, 0.400201, -0.261529], [-0.200238, 1.231347, 0.785521], [1.131804, 0.909246, 0.384865], [1.639077, -0.383371, 0.833316], [0.670084, -0.058385, -0.688687], [-2.572369, -0.119611, 0.712808], [-1.266742, -1.294516, 0.957299], [-2.117437, -1.207848, -0.613352], [-1.166594, 1.030049, -1.048716], [1.772712, 1.755439, 0.148732], [2.632640, -0.488536, 0.360721], [0.867415, -1.094996, -0.103529], [1.071661, -0.055922, -1.696139]], "forces_ev_per_a": [[-0.01, -0.02, 0.03], [-0.28, -0.17, -0.13], [-0.07, 0.12, 0.11], [0.40, 0.11, 0.02], [0.12, 0.18, 0.03], [-0.04, -0.02, -0.31], [0.11, -0.05, -0.07], [-0.04, 0.10, -0.09], [0.07, 0.07, 0.11], [0.06, -0.08, 0.08], [-0.07, -0.11, 0.10], [-0.14, 0.00, 0.06], [-0.06, -0.15, -0.10], [-0.05, 0.02, 0.17]], "gap_ev": 9.6101, "e_lumo_ev": 1.000, "total_energy_ha": -270.3755}



no.,F_max (eV/A)
1,3.76
2,3.02
3,1.36
4,0.20
5,1.94
6,2.12
7,0.29
8,0.42